No. 1
{
  "formula": "C32H57FeN2O2P2",
  "method": "ωB97M-V with the def2-TZVPD basis set",
  "lumo_ev": [-2.128, -4.128],
  "gap_ev": [6.3, 5.9],
  "homo_energy_ev": [-8.398, -9.983],
  "s_squared": 6.136,
  "charge": 1,
  "spin_multiplicity": 5,
  "species": ["H", "H", "H", "C", "H", "H", "C", "H", "H", "C", "C", "H", "H", "C", "H", "C", "C", "C", "C", "H", "H", "H", "H", "C", "H", "H", "H", "H", "C", "H", "H", "H", "O", "C", "H", "C", "C", "H", "H", "H", "H", "C", "C", "O", "H", "P", "C", "H", "C", "C", "H", "H", "H", "C", "C", "H", "H", "C", "H", "C", "H", "P", "H", "H", "C", "C", "H", "H", "C", "H", "H", "H", "H", "H", "H", "H", "C", "H", "C", "N", "H", "H", "H", "C", "H", "H", "Fe", "N", "H", "H", "C", "C", "H", "H", "H", "C"],
  "xyz": [[1.240122, 4.009008, -2.729126], [-0.910492, 5.180324, -0.329466], [2.254805, 1.263549, -4.606802], [-3.484710, 0.576854, -4.245458], [0.674529, 4.749781, 0.881095], [-0.600333, -5.350898, 0.036661], [1.419808, 0.697080, -2.707946], [-1.727333, 1.405603, -6.223025], [0.871528, -5.216134, -0.985603], [-0.502215, -3.514251, -1.179742], [0.798156, 1.503863, 3.779157], [4.151468, -0.366699, -4.420029], [0.961085, -3.431945, -2.820554], [-2.832679, 2.310300, -0.370648], [-3.720113, 1.099265, -3.301244], [-0.805898, -3.546944, 2.222631], [0.588574, -3.152152, 1.702551], [-1.021083, -0.084769, 1.066034], [-2.017947, -3.257425, -1.013150], [1.246252, 3.181099, 1.531312], [-1.927277, -1.794916, -4.337692], [0.671560, 5.198726, -1.543700], [0.514270, 0.657322, 4.415648], [-0.087542, -3.183974, -2.624025], [0.049791, 1.619030, 2.988715], [-2.126352, 2.722827, -2.957684], [1.228271, -2.521755, 3.660965], [3.198846, 1.057619, 5.034692], [-1.623586, 0.247524, -2.947573], [-0.226689, 1.320668, -5.292897], [-0.448833, -1.034622, -4.975702], [0.271204, 2.475266, -3.398590], [-1.800422, -0.058182, 1.967726], [0.558953, 1.835532, -2.472243], [2.508281, -4.123290, 1.251154], [-0.202553, -4.995180, -0.919653], [1.417291, 4.416226, -1.730615], [1.713549, -4.649053, 2.747894], [-0.239603, -2.124710, -2.869877], [2.784146, 1.736123, 0.008800], [-1.356656, 4.139991, 1.059947], [2.163127, -2.318082, -0.610494], [3.391116, -1.250432, -2.591234], [2.300544, 0.784365, 2.023473], [3.325145, 2.658198, 4.277855], [0.413458, -2.362785, 0.015424], [1.538032, -4.363860, 1.700371], [2.454533, -3.310385, -0.994127], [3.367843, -0.355234, -3.671409], [-1.310330, 1.463474, -5.202436], [-3.945114, -0.418222, -4.185880], [4.189817, -1.983803, -2.462742], [0.823510, 2.405012, 4.407105], [1.450167, 3.347124, -0.616318], [2.155123, 1.253141, 3.187545], [2.828071, -2.095357, 0.244761], [-0.690030, -3.899935, 3.258191], [-1.994527, 0.355193, -4.386087], [-1.486546, -2.685542, 2.237836], [2.325625, -1.254085, -1.688639], [-2.278996, -2.231134, -1.278731], [-0.009560, 2.190901, -0.842787], [2.406319, 4.400722, 0.957958], [4.247471, 1.286362, 3.595186], [1.177525, -2.094373, 2.646896], [3.314409, 1.579686, 4.078060], [2.186086, -1.783880, 2.354057], [-0.709978, -3.779108, -3.309479], [-1.549720, -0.973491, -4.962140], [-2.676481, 1.997502, 0.667248], [-0.705185, -5.576980, -1.707456], [0.544280, -1.200098, 2.685969], [2.910269, 2.126187, -1.735757], [-2.907937, 4.207472, -2.311908], [-2.992330, 1.419644, -0.978622], [-1.263669, -4.359047, 1.646458], [2.753164, 2.541089, -0.736228], [3.583967, 3.228960, -0.545289], [-1.982438, 3.604124, -2.317927], [1.373053, -0.311168, -1.729302], [-3.883856, 1.172604, -5.060585], [-1.922476, -1.098705, -5.980751], [-3.758687, 2.902341, -0.411617], [-1.676228, 3.188772, -0.884199], [-2.604252, 4.887474, 0.054765], [-2.363823, -3.430328, 0.010951], [-0.125533, -0.150959, -0.441644], [-1.555122, -0.325980, -1.818690], [-2.560752, -3.926031, -1.696997], [-1.505090, 2.476695, -4.842220], [2.342544, 0.566013, -3.781575], [-1.609389, 4.418455, 0.030865], [-1.201848, 4.244975, -2.749031], [2.411675, 4.876567, -1.770513], [1.116072, -5.235824, 1.193540], [1.420674, 3.958691, 0.778368]],
  "atomic_forces_ev_per_a": [[0.111, 0.112, 0.289], [-0.168, -0.207, 0.138], [0.262, -0.031, 0.018], [-1.033, -0.318, 0.217], [0.254, -0.227, 0.065], [0.174, 0.111, -0.254], [-0.260, -0.880, 0.711], [0.135, -0.024, 0.383], [-0.261, 0.021, 0.061], [0.094, -0.129, 0.411], [-0.197, 0.302, -0.236], [-0.050, -0.123, 0.047], [-0.132, -0.033, 0.014], [0.069, 0.016, 0.080], [-0.011, -0.123, -0.520], [0.096, -0.020, 0.186], [0.030, -0.272, -0.175], [-4.245, 0.823, 4.639], [0.120, -0.058, -0.145], [0.037, 0.210, -0.106], [0.061, 0.122, -0.339], [0.256, -0.155, -0.046], [0.052, 0.097, -0.074], [-0.080, 0.169, 0.023], [0.112, -0.106, 0.206], [-0.049, 0.379, 0.196], [0.021, 0.085, -0.269], [0.030, 0.139, -0.089], [0.938, -4.891, 7.757], [-0.260, -0.073, 0.132], [-0.402, 0.019, -0.033], [0.713, -1.243, 1.742], [2.580, -0.309, -2.632], [-0.752, -0.478, -3.644], [-0.157, -0.089, 0.135], [-0.171, -0.197, -0.421], [0.451, 0.419, 0.331], [0.044, 0.015, -0.220], [0.086, -0.358, 0.154], [0.077, 0.150, -0.192], [-0.043, 0.086, -0.184], [0.238, -0.303, -0.153], [-0.020, -0.057, -0.196], [-0.352, 1.307, 3.167], [-0.018, -0.180, 0.028], [0.422, -1.112, -0.298], [-0.144, -0.114, 0.268], [0.096, 0.378, 0.063], [-0.161, -0.194, 0.283], [-0.071, 0.230, -0.383], [-0.287, 0.401, -0.120], [-0.239, 0.269, -0.168], [-0.061, -0.260, -0.098], [-0.183, 0.443, -0.231], [0.256, -1.196, -2.711], [-0.295, 0.018, -0.338], [-0.087, 0.066, -0.217], [1.060, 1.005, 0.602], [0.114, -0.202, -0.012], [-0.298, 0.114, 0.149], [0.015, -0.289, 0.086], [-0.001, 1.152, 0.610], [-0.105, 0.034, 0.179], [-0.064, 0.045, 0.128], [-0.144, 0.144, 0.085], [0.284, -0.143, -0.293], [-0.161, -0.048, 0.049], [0.168, 0.094, 0.151], [0.003, -0.927, -0.043], [-0.053, 0.059, -0.202], [0.135, 0.040, 0.157], [0.205, -0.204, 0.023], [0.065, 0.173, 0.310], [0.197, -0.316, -0.132], [0.062, 0.057, 0.118], [0.114, 0.230, 0.165], [0.021, -0.139, 0.077], [-0.072, -0.077, 0.071], [-0.238, 0.462, -0.043], [1.647, 1.396, -1.647], [-0.140, -0.180, -0.205], [-0.003, 0.082, 0.038], [0.224, -0.056, 0.037], [0.487, -0.215, -0.253], [0.176, -0.165, -0.026], [0.043, -0.086, -0.220], [0.071, -0.509, 0.531], [-0.794, 4.956, -8.908], [0.063, 0.044, 0.226], [-0.031, -0.201, 0.011], [-0.666, 0.356, 0.618], [-0.118, 0.124, -0.073], [-0.102, -0.216, 0.045], [-0.175, 0.218, 0.051], [0.170, 0.233, 0.137], [0.217, 0.325, 0.148]],
  "lowdin_spin": [0.01, 0.00, 0.00, 0.00, 0.00, 0.00, 0.02, 0.00, 0.00, 0.02, 0.00, 0.00, 0.00, 0.00, 0.00, 0.00, 0.01, -0.06, 0.00, 0.00, 0.00, 0.00, 0.00, 0.00, 0.00, 0.00, 0.00, 0.00, 0.03, 0.00, 0.00, 0.01, -0.07, 0.45, 0.00, 0.01, 0.02, 0.00, 0.00, 0.00, 0.00, 0.00, 0.12, 0.00, 0.00, 0.06, 0.00, 0.00, 0.00, 0.00, 0.00, 0.01, 0.00, 0.06, 0.00, 0.00, 0.00, 0.01, 0.00, 0.00, 0.00, 0.11, 0.00, 0.00, 0.00, 0.00, 0.00, 0.00, 0.00, 0.00, 0.00, 0.00, 0.00, 0.00, 0.00, 0.00, 0.00, 0.00, 0.01, 0.11, 0.00, 0.00, 0.00, 0.01, 0.00, 0.00, 2.86, 0.06, 0.00, 0.00, 0.10, 0.00, 0.00, 0.00, 0.00, 0.01]
}

---

No. 2
{
  "formula": "C18H15ClSn",
  "method": "ωB97M-V with the def2-TZVPD basis set",
  "lumo_ev": [-2.042, -2.589],
  "gap_ev": [6.0, 5.4],
  "homo_energy_ev": [-8.019, -7.947],
  "species": ["H", "C", "H", "C", "H", "H", "H", "H", "H", "C", "Cl", "C", "C", "C", "H", "H", "H", "H", "C", "H", "C", "H", "C", "H", "C", "C", "C", "H", "C", "C", "Sn", "C", "C", "C", "C"],
  "xyz": [[-2.981116, -0.565312, -5.175711], [-1.220778, 1.206621, 2.249408], [1.809103, -3.034899, 4.963832], [-2.994994, 0.510254, -5.016909], [-2.888195, 2.280216, 1.137930], [-1.748167, 0.649434, 3.033604], [4.415453, -2.428600, 0.745537], [-5.042116, 0.869360, -4.140418], [0.942202, 0.575383, 2.568995], [-0.754778, 2.565169, 0.377275], [-1.098473, -2.000042, 0.955140], [0.502713, 2.018232, 0.866437], [2.387114, -2.905420, 4.041151], [-3.694914, 2.652274, -4.441740], [-0.884364, 3.195161, -0.506960], [4.095641, -4.005796, 4.769485], [0.830520, -1.781619, 3.078041], [-1.786105, 3.662994, -5.092086], [-1.930158, 1.424043, -5.328600], [1.485274, 2.142477, 0.386734], [-2.362361, 2.747910, -4.972844], [5.398538, -3.702102, 2.662690], [1.189163, -0.655897, 0.070016], [-0.968913, 1.161795, -5.764578], [3.669810, -3.446909, 3.925650], [1.935589, -1.292684, 0.765096], [-1.823041, 2.059808, 1.241568], [-4.303332, 3.482399, -4.088520], [4.388030, -3.268742, 2.739507], [0.215866, 1.198792, 2.021829], [-0.957308, 0.212731, -0.062345], [1.837899, -2.202209, 2.999825], [-4.085731, 1.269207, -4.469236], [2.564232, -2.023268, 1.782845], [3.857698, -2.570762, 1.677353]],
  "atomic_forces_ev_per_a": [[-0.030, 0.305, 0.065], [0.878, 0.794, -0.770], [0.294, 0.012, -0.361], [-2.996, 0.921, 1.343], [0.493, -0.061, 0.067], [0.283, 0.333, -0.545], [-0.192, -0.095, 0.415], [0.317, 0.099, -0.110], [-0.548, 0.566, -0.429], [1.355, -0.401, 0.777], [-1.412, -0.297, 0.263], [-1.235, 0.839, 0.621], [0.268, -0.349, 0.656], [0.959, -0.587, -0.483], [0.044, -0.218, 0.496], [-0.118, 0.260, -0.488], [0.380, -0.207, -0.096], [-0.180, -0.319, 0.029], [-0.211, 3.077, 0.503], [-0.732, -0.101, 0.385], [0.606, -1.682, -0.449], [-0.576, 0.269, 0.001], [-1.138, 1.156, -1.416], [-0.266, 0.096, 0.131], [-0.010, -0.030, 0.062], [0.248, 0.250, -0.194], [0.504, -0.438, 0.737], [0.172, -0.232, -0.101], [0.704, -0.635, 0.699], [-0.978, 0.639, -0.358], [1.547, -2.365, -0.481], [0.037, 0.462, -1.163], [1.647, -1.681, -0.881], [0.552, -0.874, 1.550], [-0.665, 0.493, -0.474]],
  "mulliken_charge": [0.39, -0.51, 0.35, -0.37, 0.44, 0.36, 0.42, 0.38, 0.48, -0.49, -0.44, -0.54, -0.61, -0.31, 0.46, 0.34, 0.34, 0.38, -0.33, 0.38, -0.49, 0.33, -0.58, 0.39, -0.42, -0.11, -0.41, 0.41, -0.35, -0.27, 0.94, -0.26, -0.45, 0.72, -0.57]
}

---

No. 3
{
  "formula": "CFN3O2",
  "method": "ωB97M-V with the def2-TZVPD basis set",
  "lumo_ev": -0.698,
  "gap_ev": 11.3,
  "smiles": "N#CO/[N+]([O-])=N/F",
  "homo_energy_ev": -11.966,
  "species": ["N", "N", "C", "O", "N", "F", "O"],
  "xyz": [[-0.924735, -0.105602, -0.115620], [2.205557, -0.512851, -0.078286], [1.104853, -0.791170, -0.001319], [-0.214501, -1.052676, 0.095809], [-0.196624, 0.820209, 0.189251], [-0.727301, 2.152615, 0.213225], [-2.093164, -0.485915, -0.437352]],
  "atomic_forces_ev_per_a": [[-9.382, 3.737, -1.892], [1.290, -0.386, -0.138], [-1.280, -0.570, 0.369], [7.621, -11.389, 0.736], [0.176, 8.459, 1.092], [-0.233, -2.522, -0.674], [1.808, 2.672, 0.507]],
  "mulliken_charge": [0.95, -0.27, 0.49, -0.23, -0.17, -0.18, -0.58]
}

---

No. 4
{
  "formula": "C3H8O3Tl",
  "method": "ωB97M-V with the def2-TZVPD basis set",
  "lumo_ev": [-12.462, -13.679],
  "gap_ev": [8.8, 7.3],
  "homo_energy_ev": [-21.300, -20.942],
  "s_squared": 0.783,
  "charge": 2,
  "spin_multiplicity": 2,
  "species": ["O", "H", "Tl", "C", "H", "O", "H", "H", "H", "H", "C", "O", "H", "H", "C"],
  "xyz": [[-0.350873, 1.622550, -0.259326], [0.901487, 2.114138, 0.385596], [0.868756, 0.039411, -0.799322], [-1.914695, -0.196465, -0.040716], [-2.323498, 1.928656, 0.240755], [-0.723238, -0.969079, -0.159769], [-1.250989, 1.211249, 1.462724], [-2.442529, -0.186443, -1.005867], [0.035084, -2.863356, -0.323507], [-1.439995, -2.719393, 0.677326], [-1.510167, 1.201012, 0.380315], [2.023185, 1.218746, 0.102886], [-2.570281, -0.638622, 0.721986], [-1.550216, -2.610612, -1.125004], [-0.943219, -2.379123, -0.239897]],
  "atomic_forces_ev_per_a": [[-0.864, 3.190, -0.047], [1.464, -2.093, -1.076], [2.194, -2.522, -2.103], [-1.542, 0.913, -0.442], [0.200, 0.215, -0.069], [-1.083, -1.096, 0.502], [-0.514, 0.135, -0.150], [0.130, -0.149, 0.189], [-0.217, 0.074, 0.058], [0.127, 0.220, -0.224], [0.159, -0.366, 1.882], [-0.283, 3.564, 1.671], [0.296, -0.022, -0.160], [0.126, 0.089, 0.260], [-0.192, -2.152, -0.292]],
  "lowdin_spin": [0.49, -0.04, 0.00, 0.00, 0.04, -0.02, 0.03, 0.00, 0.00, 0.00, 0.07, 0.44, 0.00, 0.00, 0.00]
}

---

One value per record, in order, for largest force on an atom: 10.22 3.41 13.72 3.95 eV Å⁻¹.
One value per record, in order, for molar mass: 619.613 385.482 105.028 296.477 g mol⁻¹.